[1]
Computed, not measured: one molecule with the formula C30H29NO, with ωB97M-V/def2-TZVPD.

## Properties
SMILES: C[N+]1([C@H](c2ccccc2)c2cc(-c3ccccc3)c([O-])c(-c3ccccc3)c2)CCCC1
Lowest unoccupied orbital energy in eV: -0.1348
Multiplicity: 1
Relative energy (zero: lowest compared OMol25 entry of this formula, charge and spin) in kcal per mole: 49.6

Structure (XYZ):
```
61
Properties=species:S:1:pos:R:3:lowdin_charge:R:1
C 1.85863 0.01364 3.27713 -0.039
N 0.87857 0.07508 2.14126 -0.158
C -0.04584 -1.17456 2.36285 -0.089
C -1.49738 -0.72136 2.38304 -0.151
C -1.49731 0.81925 2.40196 -0.149
C -0.05016 1.28527 2.43325 -0.089
H 2.47803 0.91876 3.32393 0.106
H 1.28431 -0.06181 4.21740 0.107
H 2.49360 -0.87873 3.20965 0.112
H 0.18590 -1.95890 1.62889 0.123
H 0.16778 -1.57172 3.38197 0.123
H -1.97028 -1.07703 1.46389 0.113
H -2.08478 -1.14767 3.21876 0.121
H -1.94092 1.17546 1.46928 0.114
H -2.11854 1.22831 3.21489 0.120
H 0.16451 1.61791 3.46551 0.126
H 0.17921 2.09789 1.73690 0.109
C -0.83551 -5.26802 -4.06068 -0.109
C -0.92526 -4.85830 -2.73035 -0.111
C -0.40314 -3.63276 -2.32535 -0.058
C 0.24663 -2.76089 -3.22988 -0.147
C 0.77252 -1.45470 -2.75438 -0.081
C 1.06300 -1.21520 -1.40705 -0.032
C 1.45840 0.02089 -0.84318 -0.163
C 1.77474 0.10054 0.69293 -0.067
C 2.87157 1.17194 0.85248 -0.221
C 2.50348 2.52305 0.68826 -0.076
C 3.38504 3.55535 1.01894 -0.066
C 4.69670 3.25526 1.39036 -0.087
C 5.11913 1.92312 1.43713 -0.076
C 4.22414 0.88803 1.13262 -0.034
C 1.64677 1.04296 -1.82783 -0.008
C 1.31443 0.95426 -3.18627 -0.084
C 1.30675 2.14084 -4.07642 -0.146
C 1.14746 3.43986 -3.52976 -0.051
C 1.12873 4.58668 -4.32644 -0.109
C 1.24865 4.49623 -5.71564 -0.109
C 1.40587 3.22279 -6.29620 -0.084
C 1.43261 2.08164 -5.48776 -0.021
C 1.02974 -0.37632 -3.74646 -0.302
O 1.07990 -0.61481 -4.97822 -0.040
C 0.34969 -3.21238 -4.57387 -0.019
C -0.18408 -4.43545 -4.98593 -0.084
H -1.27918 -6.20680 -4.38558 0.092
H -1.42653 -5.47670 -1.99348 0.091
H -0.53495 -3.31338 -1.28936 0.088
H 0.92009 -2.04694 -0.71486 0.086
H 2.22094 -0.91078 0.92027 0.137
H 1.49417 2.76315 0.33824 0.107
H 3.01793 4.57974 1.02946 0.107
H 5.37348 4.06509 1.69619 0.108
H 6.13825 1.68499 1.76124 0.108
H 4.55642 -0.15351 1.18723 0.120
H 2.00169 2.03000 -1.54414 0.077
H 0.98196 3.53662 -2.45589 0.093
H 0.98493 5.56687 -3.86021 0.095
H 1.19312 5.38545 -6.34668 0.093
H 1.48412 3.13050 -7.38523 0.100
H 1.52429 1.10720 -5.96371 0.094
H 0.83096 -2.57242 -5.30832 0.093
H -0.10903 -4.73559 -6.03366 0.099
```

=====

[2]
Computed, not measured: C30H30AsBF4N5OSTl as an isolated structure, with ωB97M-V/def2-TZVPD.

## Properties
Lowest unoccupied orbital energy in eV: -1.2224
Multiplicity: 1
Relative energy (zero: lowest compared OMol25 entry of this formula, charge and spin) in kcal per mole: 13.2

Structure (XYZ):
```
74
Properties=species:S:1:pos:R:3:lowdin_charge:R:1
Tl -0.09234 0.42152 0.42333 0.886
C 1.86003 -1.28719 -4.56082 -0.094
C 0.82466 -2.09058 -4.10486 -0.082
C -0.12002 -1.58443 -3.22608 -0.029
C -0.02346 -0.26734 -2.77516 -0.324
C 1.01903 0.53483 -3.23591 -0.042
C 1.94705 0.02906 -4.12921 -0.081
N -0.88212 0.21545 -1.78059 0.015
C -2.16082 0.44267 -1.92438 -0.229
C -2.82083 0.42329 -3.19826 0.001
C -4.15368 0.65306 -3.30001 -0.058
C -4.95209 0.93965 -2.15382 -0.083
C -4.38371 0.96784 -0.92570 -0.005
C -2.99400 0.70520 -0.76136 -0.229
N -2.41873 0.57529 0.42783 -0.028
N -3.08406 0.56529 1.50780 0.097
C -2.34353 0.35301 2.65615 -0.317
C -3.05503 0.19319 3.85093 0.003
C -2.35662 0.01804 5.02544 -0.052
C -0.96378 0.00726 4.99732 -0.053
C -0.33332 0.14419 3.77724 -0.110
N -1.00733 0.29144 2.64040 0.050
H 2.59508 -1.68475 -5.24859 0.099
H 0.75849 -3.12368 -4.42335 0.102
H -0.92374 -2.21190 -2.85752 0.114
H 1.08199 1.55296 -2.87209 0.113
H 2.75444 0.66176 -4.47673 0.104
H -2.21489 0.23447 -4.07427 0.115
H -4.62400 0.63324 -4.27526 0.108
H -6.00661 1.14205 -2.28233 0.100
H -4.95954 1.18885 -0.03746 0.111
H -4.13453 0.21679 3.81226 0.115
H -2.88567 -0.09928 5.96182 0.111
H -0.38407 -0.10755 5.90149 0.105
H 0.74725 0.14096 3.69418 0.119
C -2.49267 -2.65793 0.24137 -0.007
C -1.08878 -3.16698 0.29449 -0.302
C -0.92231 -4.56953 0.36382 -0.016
C 0.32442 -5.09843 0.45602 -0.001
C 1.44364 -4.24604 0.43316 -0.157
C 2.75028 -4.76543 0.50681 -0.046
C 3.81898 -3.92101 0.43228 -0.078
C 3.61092 -2.54776 0.26919 -0.124
C 2.34702 -1.99381 0.20037 -0.571
S 2.29024 -0.27079 -0.07360 0.713
C 1.20651 -2.84734 0.30771 -0.217
N -0.05909 -2.33688 0.28425 0.113
H -3.18574 -3.48732 0.11824 0.083
H -2.62173 -1.97455 -0.59128 0.071
H -2.74485 -2.13315 1.16034 0.078
H -1.79914 -5.20207 0.36052 0.111
H 0.46997 -6.16917 0.53873 0.121
H 2.87522 -5.83482 0.62529 0.111
H 4.83002 -4.30249 0.49351 0.107
H 4.46255 -1.88422 0.18915 0.098
F -1.15130 4.31981 1.15493 0.121
B -0.95737 4.11458 -0.20787 -1.242
F -0.95983 2.70405 -0.49596 0.040
F -1.92811 4.72782 -0.97401 0.142
F 0.33780 4.59318 -0.57950 0.051
C 2.88555 3.26428 -0.68404 -0.182
As 2.28627 3.17569 1.15649 1.019
C 2.07071 4.86061 2.07816 -0.174
C 3.88089 2.46926 2.02817 -0.210
O 1.06065 2.12526 1.52917 -0.589
H 3.67859 4.00827 -0.75196 0.047
H 2.06612 3.53935 -1.33965 0.027
H 3.28150 2.28280 -0.94083 0.010
H 3.04289 5.34898 2.13543 0.040
H 1.71900 4.59975 3.07479 0.048
H 1.33986 5.49235 1.58820 0.034
H 4.75985 3.05071 1.74748 0.037
H 4.00737 1.43580 1.70919 0.005
H 3.75456 2.50251 3.10905 0.037
```

=====

no.,HOMO (eV),calculated total energy (Eh)
1,-6.222,-1290.443938
2,-7.248,-4741.198394